[1]
99
Properties=species:S:1:pos:R:3 method="wB97M-V/def2-TZVPD" charge=+1 gap_ev=6.6 largest_force_ev_per_a=10.6 homo_ev=-11.092 relative_energy_kj_mol=256.1
C -1.782 -1.007 -0.908
N -1.199 -0.460 -2.181
C -0.512 -1.526 -2.909
C -2.363 0.204 -2.900
C -0.263 0.623 -1.796
C 0.308 1.485 -3.003
O 1.292 2.196 -2.376
H -2.188 -0.284 -0.145
H -0.975 -1.589 -0.387
H -2.752 -1.497 -1.113
H -0.006 -1.276 -3.784
H -1.306 -2.255 -3.010
H 0.306 -1.856 -2.443
H -3.079 -0.640 -3.184
H -1.927 0.426 -3.806
H -3.101 0.751 -2.449
H 0.485 0.215 -1.436
H -0.732 1.279 -0.947
H -0.625 2.073 -3.527
H 0.723 0.572 -3.554
H 1.507 2.991 -2.936
C -4.019 1.680 5.316
C -3.963 0.979 4.051
C -4.729 -0.215 3.783
O -4.378 -0.758 2.732
C -5.686 -0.685 4.799
C -5.748 -0.004 6.163
C -5.003 1.302 6.343
O -5.170 1.953 7.331
O -6.121 -0.589 7.320
O -2.941 1.363 3.102
H -3.299 2.469 5.653
H -6.017 -1.708 4.647
H -6.661 -1.378 7.164
H -2.734 0.643 2.431
C -4.404 -4.019 2.892
C -3.343 -4.156 4.044
C -1.975 -4.059 3.772
O -1.127 -4.045 4.747
C -1.547 -3.937 2.388
C -2.529 -3.942 1.183
C -3.982 -3.815 1.541
O -4.722 -3.752 0.627
O -2.219 -4.260 -0.131
O -3.724 -4.408 5.364
H -5.449 -4.067 3.055
H -0.433 -3.934 2.267
H -1.420 -4.729 -0.047
H -2.812 -4.333 5.804
C 4.597 2.704 -0.540
C 5.785 2.463 -1.432
O 6.180 1.270 -1.689
C 6.402 3.650 -2.173
H 4.271 1.897 -0.066
H 3.668 3.083 -1.093
H 5.204 3.311 0.279
H 7.186 4.118 -1.569
H 5.687 4.259 -2.635
H 7.071 3.314 -2.898
C 0.701 -1.285 3.860
C 0.729 -1.060 2.310
O -0.180 -0.625 1.716
C 1.876 -1.889 1.596
H 0.289 -2.176 4.333
H -0.085 -0.612 4.177
H 1.626 -0.620 4.520
H 1.936 -1.588 0.637
H 1.607 -3.068 1.729
H 2.906 -1.441 1.959
C 2.928 -5.831 -4.392
C 1.409 -5.334 -4.147
O 1.196 -4.187 -3.838
C 0.314 -6.336 -4.374
H 2.989 -6.479 -5.267
H 3.116 -6.415 -3.505
H 3.379 -4.874 -4.364
H -0.782 -5.853 -4.161
H 0.685 -7.052 -3.722
H 0.414 -6.691 -5.489
C 1.604 6.483 -6.180
C 2.439 6.339 -4.899
O 2.088 5.572 -3.991
C 3.711 7.136 -5.138
H 0.557 6.100 -6.129
H 2.200 5.965 -6.863
H 1.366 7.461 -6.549
H 3.804 8.049 -4.942
H 4.084 7.173 -6.071
H 4.375 6.482 -4.429
C 1.156 3.190 3.850
C 1.925 3.335 2.493
O 2.537 4.349 2.357
C 1.705 2.217 1.431
H 1.430 3.907 4.542
H 1.409 2.340 4.326
H 0.001 3.220 3.767
H 0.514 2.098 1.206
H 2.413 1.478 1.571
H 1.882 2.403 0.313

***

[2]
117
Properties=species:S:1:pos:R:3 method="wB97M-V/def2-TZVPD" gap_ev=2.1 largest_force_ev_per_a=3.6 homo_ev=-5.983
C -0.739 0.956 5.671
C -1.923 1.048 4.773
O -2.968 1.526 5.092
O -1.685 0.487 3.557
C -2.629 0.845 2.547
C -2.638 -0.214 1.444
In -2.594 -2.295 2.227
C -0.972 -2.712 3.771
C -0.885 -4.148 4.081
C -0.469 -5.057 2.959
O 0.172 -4.127 5.127
S -4.930 -2.799 3.039
O -5.838 -2.787 1.895
O -4.887 -4.107 3.648
C -5.630 -1.660 4.335
F -4.880 -1.750 5.413
F -5.663 -0.397 3.921
F -6.866 -2.043 4.628
H -0.055 1.749 5.324
H -0.292 -0.018 5.539
H -1.012 1.102 6.698
H -3.638 0.890 2.923
H -2.303 1.790 2.131
H -1.868 -0.026 0.707
H -3.596 -0.090 0.946
H -2.288 -3.386 0.882
H -0.027 -2.307 3.420
H -1.241 -2.196 4.694
H -1.801 -4.509 4.529
H 0.580 -4.900 2.758
H -1.011 -4.852 2.049
H -0.682 -6.079 3.232
H -0.144 -3.570 5.872
Be 1.159 2.660 4.085
C -7.895 -3.195 -2.334
C -7.170 -2.195 -1.472
C -7.619 -0.766 -1.654
O -6.385 -0.046 -1.351
C -5.382 -0.864 -1.623
O -4.217 -0.456 -1.668
O -5.756 -2.083 -1.844
H -8.972 -3.084 -2.224
H -7.623 -3.072 -3.384
H -7.622 -4.209 -2.047
H -7.208 -2.497 -0.424
H -8.413 -0.475 -0.974
H -7.916 -0.529 -2.676
Br 0.346 4.133 5.635
C 1.456 5.427 -1.310
C 2.230 4.807 -0.132
C 3.347 5.760 0.305
C 4.521 5.787 -0.668
C 5.053 4.372 -0.883
C 3.973 3.384 -1.334
N 2.748 3.459 -0.480
O 2.953 2.807 0.616
C 3.633 3.656 -2.814
C 4.552 1.984 -1.324
C 1.211 4.700 0.972
H 1.095 6.416 -1.030
H 2.046 5.564 -2.211
H 0.590 4.815 -1.566
H 3.717 5.460 1.290
H 2.939 6.765 0.425
H 4.223 6.241 -1.618
H 5.316 6.418 -0.266
H 5.855 4.384 -1.623
H 5.499 4.022 0.053
H 2.702 3.164 -3.099
H 4.416 3.272 -3.464
H 3.555 4.715 -3.057
H 4.942 1.705 -0.346
H 5.375 1.926 -2.031
H 3.794 1.259 -1.617
H 0.423 3.989 0.720
H 0.741 5.666 1.155
H 1.672 4.382 1.905
C -4.201 -4.236 -3.938
C -4.920 -4.206 -5.262
O -5.596 -3.252 -5.580
C -4.764 -5.402 -6.164
H -4.414 -3.312 -3.414
H -4.552 -5.077 -3.338
H -3.124 -4.321 -4.092
H -5.135 -6.298 -5.665
H -3.713 -5.542 -6.421
H -5.333 -5.244 -7.077
F 1.462 -4.348 6.496
O -1.240 -2.405 6.828
P -1.460 -1.835 8.219
O -0.169 -1.201 8.723
O -1.833 -2.911 9.230
O -2.567 -0.788 8.179
C 3.829 -4.829 -0.630
C 3.904 -3.351 -0.927
O 2.531 -2.918 -0.939
S 1.694 -3.784 0.114
O 1.583 -3.064 1.326
O 0.561 -4.321 -0.540
O 2.770 -4.946 0.324
H 3.559 -5.405 -1.518
H 4.754 -5.219 -0.215
H 4.374 -3.138 -1.882
H 4.425 -2.812 -0.136
Al -4.407 0.970 -3.073
C 7.836 4.583 -4.575
C 8.497 5.273 -5.499
C 8.504 4.845 -6.923
O 9.105 5.470 -7.764
C 7.743 3.616 -7.271
C 7.084 2.927 -6.345
C 7.078 3.357 -4.926
O 6.474 2.729 -4.081
H 7.819 4.877 -3.533
H 9.056 6.170 -5.266
H 7.761 3.321 -8.313
H 6.524 2.030 -6.578